No. 1
# C44H42INO4P2Ru

A molecular structure, C44H42INO4P2Ru (ωB97M-V with the def2-TZVPD basis set, the Open Molecules 2025 dataset).

Cartesian coordinates (Å):
Ru 0.91183 0.34293 -0.05532
C 0.33352 -2.48259 2.45730
N -0.42535 -1.60111 1.58285
P -0.45877 0.05481 2.06200
C -0.90780 -0.24155 3.82494
C -1.96973 -1.08582 4.14378
C -2.27800 -1.35054 5.46287
C -1.51319 -0.79721 6.47701
C -0.43990 0.01828 6.16585
C -0.13933 0.30232 4.84389
C -2.04056 0.72714 1.40544
C -3.18698 0.95825 2.16156
C -4.29084 1.57428 1.59867
C -4.27141 1.97867 0.27597
C -3.11555 1.81045 -0.47013
C -2.00969 1.20904 0.09715
P -0.17956 -1.79035 -0.25842
C -1.97344 -1.91968 -0.65849
C -2.90782 -2.09399 0.36222
C -4.25525 -2.22600 0.08846
C -4.70240 -2.20154 -1.22100
C -3.78496 -2.05655 -2.24426
C -2.43722 -1.91680 -1.96952
C 0.29025 -3.55606 -0.19589
C 1.61124 -3.91020 -0.44487
C 1.97412 -5.24293 -0.51329
C 1.01739 -6.22812 -0.33110
C -0.29319 -5.87963 -0.05572
C -0.65834 -4.54688 0.01290
H 0.66941 -1.95790 3.35341
H 1.22195 -2.87368 1.95873
H -0.29471 -3.32738 2.75446
H -2.55572 -1.53465 3.35480
H -3.11248 -1.99472 5.69988
H -1.75068 -1.01678 7.50616
H 0.16946 0.42682 6.95611
H 0.70153 0.93493 4.59626
H -3.23065 0.67750 3.20133
H -5.16349 1.75770 2.20870
H -5.14595 2.43286 -0.16677
H -3.07204 2.17086 -1.48694
H -1.07687 1.13011 -0.48462
H -2.56618 -2.14381 1.38336
H -4.95891 -2.36429 0.89713
H -5.75259 -2.30365 -1.44636
H -4.11238 -2.06364 -3.27263
H -1.75750 -1.82514 -2.79853
H 2.35148 -3.13187 -0.58356
H 3.00089 -5.51645 -0.71373
H 1.29830 -7.26773 -0.40080
H -1.03837 -6.64772 0.09443
H -1.68418 -4.28307 0.21996
C 3.74569 -0.20825 -1.70729
O 3.75476 -0.65788 -0.36590
C 2.67432 -0.48334 0.40519
O 2.69529 -0.83610 1.56691
H 4.68323 0.31803 -1.89447
H 2.89722 0.47300 -1.86304
H 3.65256 -1.06741 -2.37954
I 3.78523 -0.80855 -8.25379
C 2.69131 -0.85960 -6.44911
C 2.31957 -2.08188 -5.91271
C 1.62760 -2.11779 -4.71818
C 1.30328 -0.92214 -4.07393
C 1.68398 0.30092 -4.63194
C 2.38325 0.33428 -5.81728
C 0.55655 -0.90035 -2.79946
O 0.35497 -2.01280 -2.19451
O 0.19105 0.19798 -2.32825
H 2.57984 -2.99280 -6.42816
H 1.34143 -3.05653 -4.26464
H 1.42892 1.20703 -4.10153
H 2.69501 1.27134 -6.24916
C 2.26814 2.77971 1.70914
C 2.08509 3.28965 0.27156
C 3.44581 3.78444 -0.27146
C 1.57431 2.18331 -0.58835
C 1.13381 4.49034 0.25352
C 0.07033 4.56641 -0.63875
C -0.76894 5.66815 -0.65929
C -0.56552 6.71422 0.22331
C 0.48691 6.65042 1.12076
C 1.33066 5.55426 1.12763
H 2.84599 1.85384 1.70089
H 1.29052 2.58533 2.15094
H 2.79939 3.49903 2.32514
H 4.15131 2.95928 -0.34181
H 3.86030 4.54128 0.39133
H 3.33313 4.22770 -1.25935
H 1.68715 2.39875 -1.66140
H -0.11525 3.74976 -1.32257
H -1.58822 5.70375 -1.36648
H -1.20752 7.58348 0.19977
H 0.65314 7.45528 1.82507
H 2.14502 5.53753 1.83559

Output
- Orbital gap (spin up / spin down): 5.747 / 5.925 eV
- Max |F|: 3.9 eV Å⁻¹
- HOMO level (spin up / spin down): -6.83 / -6.92 eV

No. 2
# C44H42N4O20S

6 unconnected molecules or ions with the total composition C44H42N4O20S (ωB97M-V with the def2-TZVPD basis set, the Open Molecules 2025 dataset).

Cartesian coordinates (Å):
C 1.03192 1.53765 0.19478
C 0.93059 0.40214 1.37378
C -0.40637 -0.57820 1.15487
N -0.28640 -1.12379 -0.25125
C -1.34590 -2.15290 -0.57791
C -1.54022 -3.60658 0.15919
C -2.68730 -4.71522 -0.26717
C -2.85581 -6.18551 0.44787
C -1.44116 -6.81323 1.02848
C -0.74415 -7.84453 -0.08731
C 0.28818 -7.07722 -1.11611
C 1.37950 -8.13342 -1.81685
N 0.69561 -9.08260 -2.80629
C -3.73156 -4.37945 -1.51965
C -3.52699 -2.90609 -2.25895
N -4.40436 -2.48905 -3.42361
S -3.74121 -0.90075 -3.78854
N -2.40771 -0.54432 -2.69144
C -2.37423 -1.79746 -1.82284
H 0.10749 2.26797 0.35449
H 0.93153 1.12770 -0.89990
H 2.04078 2.16206 0.21962
H 1.85925 -0.33537 1.23740
H 1.01649 0.82245 2.46276
H -1.33376 0.12684 1.33162
H -0.34591 -1.39564 2.00465
H 0.66062 -1.54251 -0.38934
H -0.78948 -3.84785 1.05076
H -3.20223 -6.93306 -0.41593
H -3.73299 -6.20637 1.24665
H -0.62155 -6.01124 1.26223
H -1.65481 -7.38911 2.03380
H -1.56331 -8.43228 -0.69996
H -0.09686 -8.59679 0.53942
H -0.26861 -6.53436 -2.01208
H 0.95787 -6.24839 -0.58763
H 1.96897 -8.75903 -0.99455
H 2.18423 -7.51224 -2.42565
H 1.21501 -10.00392 -2.78973
H 0.87953 -8.70799 -3.77718
H -4.55130 -5.16003 -1.87944
O 3.66501 -1.18070 0.42256
C 4.77598 -0.81250 0.05759
C 5.34959 -1.21206 -1.23698
C 6.56909 -0.80724 -1.59696
O 7.11317 -1.17679 -2.81335
C 7.39168 0.05618 -0.70590
O 8.51648 0.39704 -1.05632
C 6.80892 0.47567 0.57796
C 5.58804 0.07378 0.93662
O 5.03261 0.46613 2.14066
H 4.74164 -1.84170 -1.87392
H 8.00200 -0.75987 -2.83899
H 7.41097 1.11807 1.20818
H 4.14632 0.04428 2.16886
O 14.88373 -1.75150 -3.69970
C 13.68134 -1.74255 -3.46058
C 13.08283 -0.82478 -2.47870
C 11.77216 -0.85221 -2.22967
O 11.20267 0.00937 -1.31013
C 10.87191 -1.80927 -2.92947
O 9.67420 -1.82338 -2.66592
C 11.46617 -2.71048 -3.92875
C 12.77631 -2.68083 -4.18045
O 13.34167 -3.52305 -5.12021
H 13.74919 -0.13582 -1.97566
H 10.24467 -0.20682 -1.30860
H 10.79716 -3.38892 -4.44300
H 14.30047 -3.31097 -5.11730
O -4.44461 6.33142 -5.16218
C -4.28602 5.41244 -4.36635
C -3.32713 4.32268 -4.60623
C -3.19077 3.32805 -3.72716
O -2.28953 2.30214 -3.94502
C -4.00149 3.28215 -2.47946
O -3.86707 2.34536 -1.69939
C -4.94290 4.38407 -2.22765
C -5.07691 5.38062 -3.10496
O -5.95784 6.42115 -2.87388
H -2.74588 4.36740 -5.51831
H -2.37897 1.70714 -3.16883
H -5.51306 4.34723 -1.30794
H -5.87271 7.01288 -3.65291
O -6.24419 3.87511 0.58700
C -7.21816 4.42936 1.08419
C -8.04011 5.39315 0.33578
C -9.08428 5.99167 0.91208
O -9.86266 6.89641 0.21368
C -9.45265 5.71087 2.32685
O -10.40675 6.29043 2.83477
C -8.64570 4.72929 3.06793
C -7.60355 4.12805 2.49072
O -6.84199 3.20239 3.18012
H -7.75972 5.58960 -0.69112
H -10.55269 7.19072 0.84751
H -8.93560 4.52136 4.09021
H -6.14843 2.91268 2.54820
O -5.19970 5.43294 4.81656
C -4.47032 5.04055 5.72047
C -3.64599 5.96056 6.51964
C -2.84978 5.49891 7.48585
O -2.07444 6.35823 8.24256
C -2.76361 4.04368 7.78755
O -2.00877 3.64771 8.66936
C -3.60574 3.12595 7.00493
C -4.40463 3.58776 6.04097
O -5.20102 2.73152 5.30292
H -3.71669 7.01562 6.28818
H -1.58747 5.78362 8.87280
H -3.54649 2.07226 7.24690
H -5.68337 3.30550 4.66875

Output
- SMILES: CCCNc1cc(CCCCCN)cc2nsnc12.O=C1C=C(O)C(=O)C=C1O.O=C1C=C(O)C(=O)C=C1O.O=C1C=C(O)C(=O)C=C1O.O=C1C=C(O)C(=O)C=C1O.O=C1C=C(O)C(=O)C=C1O
- Orbital gap: 6.224 eV
- Max |F|: 7.2 eV Å⁻¹
- HOMO level: -8.21 eV

No. 3
# C44H43AsIrN6S3

A molecular structure, C44H43AsIrN6S3 (ωB97M-V with the def2-TZVPD basis set, the Open Molecules 2025 dataset).

Cartesian coordinates (Å):
Ir -0.47116 -0.05872 1.02843
C -2.17595 -1.64840 4.65264
C -1.60407 -1.41267 3.29767
N -1.38912 -0.23860 2.81340
N -1.59098 0.89992 3.55352
C -1.34279 2.10614 2.99400
N -1.48182 3.17922 3.75421
S -0.89656 2.25483 1.35119
C -1.16972 -2.50535 2.40469
C -1.29760 -3.84174 2.72507
C -0.79742 -4.80647 1.85895
C -0.19311 -4.40411 0.68382
C -0.11129 -3.04837 0.40837
N -0.58224 -2.12170 1.24063
H -2.92568 -0.89932 4.90804
H -1.38727 -1.63559 5.41133
H -2.66324 -2.61747 4.70636
H -1.84533 0.81031 4.52780
H -1.80879 3.14057 4.70803
H -1.36537 4.09337 3.34398
H -1.77615 -4.14007 3.64607
H -0.87239 -5.85622 2.10926
H 0.21206 -5.12124 -0.01604
H 0.36025 -2.68490 -0.49511
S 1.75772 0.19173 1.90912
C 2.32735 1.35942 0.78198
N 3.12118 2.31848 1.13904
C 3.54349 3.30941 0.13710
C 3.77023 2.62437 -1.18003
N 2.53816 1.92258 -1.56877
C 2.23848 1.80442 -3.01383
C 3.01196 0.67972 -3.66860
C 4.36708 0.83440 -3.95040
C 5.07052 -0.17848 -4.58303
C 4.42403 -1.35515 -4.93795
C 3.07305 -1.51164 -4.66736
C 2.37078 -0.50309 -4.02216
C 1.90265 1.24605 -0.64841
S 0.64419 0.18164 -1.03655
C 3.59473 2.55674 2.51535
C 5.03473 2.12622 2.67479
C 5.38655 0.78562 2.53606
C 6.70025 0.38905 2.72570
C 7.67183 1.33307 3.03740
C 7.32433 2.66645 3.18072
C 6.00782 3.06586 2.98810
H 4.46377 3.78440 0.47112
H 2.76503 4.07230 0.05271
H 4.58872 1.90458 -1.09741
H 4.02636 3.35486 -1.94289
H 2.50106 2.75728 -3.47108
H 1.16857 1.64212 -3.12956
H 4.87643 1.76089 -3.70794
H 6.11962 -0.04465 -4.81037
H 4.97278 -2.14447 -5.43370
H 2.56167 -2.41618 -4.96932
H 1.31321 -0.62574 -3.82005
H 2.94736 2.01295 3.19829
H 3.49953 3.62475 2.71397
H 4.63043 0.04323 2.29905
H 6.96786 -0.65512 2.63471
H 8.70194 1.02706 3.16092
H 8.07554 3.39800 3.44616
H 5.73919 4.11027 3.10555
C -4.00561 -2.05668 -5.27537
C -2.80212 -1.38113 -5.12323
C -2.35696 -1.04421 -3.85433
C -3.12988 -1.37283 -2.74605
C -4.33609 -2.04768 -2.88798
C -4.77549 -2.37241 -4.16418
As -2.56625 -0.73719 -1.00758
C -3.57601 -1.78749 0.27458
C -3.65534 -3.17134 0.13343
C -4.34962 -3.93206 1.06629
C -4.96369 -3.31665 2.14899
C -4.86228 -1.94007 2.31092
C -4.15155 -1.18013 1.38933
C -3.44032 0.99728 -0.98842
C -4.82516 1.09003 -0.85294
C -5.44539 2.32589 -0.96297
C -4.69213 3.46826 -1.20524
C -3.31643 3.37503 -1.35339
C -2.69175 2.13891 -1.24678
H -4.33923 -2.34919 -6.26184
H -2.20683 -1.12837 -5.99041
H -1.41269 -0.52575 -3.72972
H -4.94490 -2.29800 -2.02969
H -5.72494 -2.87675 -4.28553
H -3.19362 -3.65577 -0.72014
H -4.42462 -5.00467 0.93952
H -5.52740 -3.90664 2.86037
H -5.35947 -1.45506 3.14264
H -4.07612 -0.10460 1.51443
H -5.42251 0.20412 -0.67589
H -6.52122 2.39334 -0.86680
H -5.18164 4.42986 -1.28474
H -2.73036 4.26215 -1.55663
H -1.61686 2.06296 -1.37534

Output
- Charge: +3
- Orbital gap: 5.996 eV
- Max |F|: 2.0 eV Å⁻¹
- HOMO level: -15.31 eV

No. 4
# C44H43BiF8N4O3S2Te

A molecular structure, C44H43BiF8N4O3S2Te (ωB97M-V with the def2-TZVPD basis set, the Open Molecules 2025 dataset).

Cartesian coordinates (Å):
Bi 0.58048 1.20447 -0.72110
F 4.46086 4.13972 2.12426
C 3.41456 4.40673 2.92349
F 3.74026 5.52331 3.62427
F 3.32593 3.40615 3.81844
C 2.13845 4.61126 2.16143
C 1.44936 5.79806 2.32032
C 0.27209 6.01969 1.62434
C -0.16425 5.01804 0.77955
N 0.48436 3.86733 0.61448
C 1.62312 3.62304 1.28775
S 2.36250 2.06197 1.06230
H 1.83358 6.55277 2.99251
H -0.28288 6.94114 1.73523
H -1.08127 5.12629 0.20652
C 3.50057 4.77353 -3.80036
C 4.08014 3.38123 -4.01135
N 3.09129 2.45627 -4.56570
C 2.92258 2.49296 -6.02135
C 3.80958 1.46489 -6.71396
C 2.41806 1.53431 -3.83441
S 2.85245 1.35099 -2.14867
N 1.57319 0.77444 -4.49540
C 0.52462 0.09564 -4.02290
O -0.17147 0.40767 -3.03377
C 0.12800 -1.11115 -4.83031
C -0.60701 -2.11933 -4.21309
C -0.98381 -3.24784 -4.92821
C -0.63638 -3.36850 -6.26764
C 0.09833 -2.36473 -6.88833
C 0.48624 -1.24188 -6.17041
H 4.27825 5.45965 -3.45243
H 2.71023 4.73543 -3.04700
H 3.07681 5.17504 -4.72490
H 4.43485 2.98962 -3.06579
H 4.92958 3.41779 -4.69780
H 3.17053 3.50135 -6.35279
H 1.88066 2.30703 -6.25951
H 4.86220 1.62931 -6.46697
H 3.69810 1.52807 -7.80038
H 3.52915 0.46112 -6.39033
H -0.86141 -2.01514 -3.16714
H -1.55378 -4.02836 -4.43758
H -0.94017 -4.24569 -6.82900
H 0.36678 -2.45755 -7.93560
H 1.06135 -0.45227 -6.63978
C 2.00876 -2.07917 -1.55956
C 1.00676 -1.99832 -0.41802
O 0.52150 -3.04518 0.01558
N 0.75361 -0.75162 0.08823
Te -0.69785 -0.69419 1.87829
C -2.51735 -1.02042 3.17444
C -3.64478 -1.69639 2.70885
C -3.72769 -2.29481 1.31860
C -4.76378 -1.81411 3.53748
C -4.79749 -1.25214 4.80036
C -6.00694 -1.38833 5.69070
C -3.68000 -0.54029 5.23036
C -2.54170 -0.40241 4.44229
C -1.38099 0.38643 5.00868
C 0.50785 -1.95031 3.16426
C 1.64123 -1.43666 3.81140
C 2.04506 0.02048 3.82956
C 2.46903 -2.30170 4.53631
C 2.20921 -3.65246 4.64276
C 3.12470 -4.57452 5.40829
C 1.05940 -4.14113 4.03241
C 0.20288 -3.32732 3.30617
C -1.03486 -3.96654 2.73055
H 2.03803 -3.09704 -1.94064
H 2.99638 -1.79386 -1.19143
H 1.74792 -1.38814 -2.36276
H -2.78019 -2.22590 0.79216
H -4.48029 -1.76841 0.72479
H -4.01926 -3.34733 1.36434
H -5.63196 -2.35773 3.16815
H -6.78166 -1.99052 5.21355
H -6.43321 -0.40952 5.92425
H -5.74229 -1.86425 6.63799
H -3.69348 -0.07442 6.21429
H -1.66056 0.84590 5.95827
H -1.06267 1.17558 4.32532
H -0.52230 -0.26381 5.18421
H 1.36076 0.65407 3.27803
H 3.03682 0.15580 3.39491
H 2.09184 0.37868 4.86266
H 3.34839 -1.88584 5.02212
H 4.02358 -4.05151 5.73737
H 3.42933 -5.42114 4.78967
H 2.62371 -4.97712 6.29189
H 0.82671 -5.19960 4.11543
H -0.99153 -5.05109 2.84697
H -1.12237 -3.73688 1.67093
H -1.92271 -3.60219 3.24875
F -5.61148 -0.13454 -4.15420
C -4.70304 0.08103 -3.18796
C -3.99097 -0.96760 -2.64213
F -4.19877 -2.21191 -3.09789
C -3.07390 -0.74441 -1.63838
F -2.39859 -1.79952 -1.14683
C -2.81741 0.52861 -1.09823
O -1.98135 0.75279 -0.12128
C -3.55952 1.56481 -1.69638
F -3.36140 2.82512 -1.27334
C -4.47419 1.35315 -2.70620
F -5.15159 2.38599 -3.22741

Output
- Multiplicity: 2
- Charge: -1
- Orbital gap (spin up / spin down): 7.069 / 6.393 eV
- Max |F|: 1.3 eV Å⁻¹
- HOMO level (spin up / spin down): -4.78 / -5.07 eV

> Among the records above, which one has the highest max |F|?

C44H42N4O20S

> What is the max |F| in the second record?

7.2 eV Å⁻¹

> Which of these has the highest max |F|?

C44H42N4O20S